C5H12N2O | ωB97M-V/def2-TZVPD

Cartesian coordinates (Å):
C: -2.00318 0.05245 -0.82954
C: -2.18950 1.48384 -0.30678
C: -1.75976 -0.89522 0.24827
N: -1.59586 -1.59098 1.15040
H: -2.87450 -0.28304 -1.39791
H: -1.14044 0.01376 -1.49714
H: -1.30127 1.79330 0.24183
H: -3.05161 1.54557 0.35790
H: -2.33628 2.16498 -1.14542
C: 1.83618 1.25233 -0.39270
C: 1.76547 -2.04375 0.73219
N: 1.52209 -0.91066 1.46935
O: 1.12013 0.07350 -0.14945
H: 0.53606 -0.87779 1.74096
H: 1.71136 1.54543 -1.44268
H: 2.90653 1.13354 -0.18198
H: 1.44578 2.07312 0.22224
H: 1.63445 -1.32243 -0.28429
H: 0.98405 -2.80271 0.66717
H: 2.79030 -2.40524 0.79756

LUMO (alpha / beta): -0.1 / -0.1 eV
Charge: 0
Highest occupied orbital energy (alpha / beta): -9.16 / -9.16 eV
Kohn-Sham gap (alpha / beta): 9.1 / 9.1 eV

Löwdin atomic charge list, values in e, 2 entries: -0.2326 -0.0872

C37H50F3IrN4O3P2S2Si2 | ωB97M-V/def2-TZVPD

Cartesian coordinates (Å):
Ir: 0.60493 0.43071 0.73752
C: -2.50385 2.65764 2.42337
Si: -1.52846 3.38310 0.97839
C: -0.16539 4.55113 1.53180
C: -2.73094 4.45342 -0.03281
N: -0.92388 2.02081 0.07892
P: -0.44118 1.95640 -1.45568
C: 0.49801 0.51760 -1.48752
P: 0.03172 -1.13187 -1.58569
N: -0.51872 -1.42385 -0.09243
Si: -1.78236 -2.47080 0.45283
C: -3.51676 -1.83962 0.03880
C: -1.61930 -4.22898 -0.24136
C: -1.64559 -2.56339 2.33313
C: 1.64848 -1.89310 -1.95768
C: 2.34205 -2.64990 -1.02716
C: 3.63535 -3.07736 -1.30252
C: 4.22243 -2.76940 -2.51823
C: 3.52355 -2.02296 -3.46038
C: 2.24544 -1.57586 -3.17691
C: -1.03900 -1.89970 -2.84441
C: -0.67937 -3.13227 -3.39034
C: -1.53804 -3.78758 -4.25811
C: -2.75884 -3.21695 -4.59055
C: -3.12143 -1.99019 -4.05378
C: -2.26694 -1.33638 -3.18055
C: 0.63758 3.31163 -1.99896
C: 0.10671 4.54637 -2.37334
C: 0.94869 5.61610 -2.63067
C: 2.32316 5.46540 -2.50553
C: 2.85524 4.23237 -2.15750
C: 2.01731 3.15698 -1.90341
C: -1.88651 2.03595 -2.55479
C: -1.78978 2.39854 -3.89505
C: -2.93023 2.44238 -4.68402
C: -4.16581 2.11503 -4.14381
C: -4.26397 1.73143 -2.81233
C: -3.12738 1.69090 -2.02117
H: -2.75878 3.45376 3.12806
H: -1.91918 1.90840 2.96118
H: -3.43468 2.19230 2.09344
H: -0.58841 5.46550 1.95410
H: 0.47225 4.82622 0.68814
H: 0.46861 4.08819 2.28201
H: -3.42196 4.95809 0.64607
H: -3.32434 3.89043 -0.75187
H: -2.18703 5.22473 -0.58166
H: -3.78285 -2.03571 -0.99960
H: -3.59038 -0.76240 0.20792
H: -4.25636 -2.33009 0.67663
H: -2.21585 -4.35470 -1.14651
H: -1.96478 -4.95748 0.49526
H: -0.58430 -4.47087 -0.49369
H: -1.84576 -1.58657 2.77941
H: -0.65007 -2.88866 2.63788
H: -2.37273 -3.27254 2.73726
H: 1.86087 -2.89076 -0.09049
H: 4.18679 -3.64198 -0.56048
H: 5.22891 -3.10517 -2.73397
H: 3.98629 -1.77934 -4.40829
H: 1.70217 -0.97454 -3.89751
H: 0.27001 -3.58095 -3.12963
H: -1.25768 -4.74621 -4.67519
H: -3.42867 -3.72955 -5.26919
H: -4.07446 -1.54442 -4.30990
H: -2.54876 -0.38614 -2.75138
H: -0.96491 4.67049 -2.47159
H: 0.53038 6.57354 -2.91501
H: 2.97618 6.31069 -2.68158
H: 3.92652 4.10988 -2.06414
H: 2.42566 2.19681 -1.62506
H: -0.82332 2.64118 -4.31991
H: -2.85401 2.74097 -5.72176
H: -5.05347 2.15425 -4.76213
H: -5.22445 1.46933 -2.38675
H: -3.17021 1.38974 -0.98090
C: 1.93106 -4.16068 4.65331
N: 2.55444 -3.02807 3.97480
C: 3.61303 -3.45280 3.06638
C: 1.75091 -1.97024 3.61503
S: 1.73986 -1.51669 1.99078
N: 1.03004 -1.41401 4.60069
C: 1.43405 -1.50377 5.99559
C: -0.02365 -0.44978 4.35404
H: 1.63175 -4.91522 3.91764
H: 1.04526 -3.85707 5.20255
H: 2.64203 -4.60966 5.34755
H: 4.29851 -4.08727 3.62899
H: 4.14680 -2.58425 2.69166
H: 3.21865 -4.01572 2.21393
H: 2.38960 -2.00969 6.08112
H: 0.68639 -2.03124 6.59283
H: 1.53862 -0.49248 6.39389
H: -0.38808 -0.54054 3.33510
H: 0.33690 0.56860 4.48794
H: -0.84114 -0.63666 5.05241
F: 4.17974 0.20995 2.41641
C: 3.73901 1.29045 3.06546
F: 4.78742 2.08529 3.27232
F: 3.28262 0.89021 4.26826
S: 2.40019 2.22275 2.12279
O: 2.58750 1.78684 0.74368
O: 2.71427 3.57750 2.44381
O: 1.14010 1.71409 2.67384

LUMO: -0.2 eV
Charge: 0
Highest occupied orbital energy: -7.11 eV
Kohn-Sham gap: 6.9 eV

Löwdin atomic charge list, values in e, 2 entries: 0.9625 -0.1682

C24H44CaGeN4O5S2SbSe4 | ωB97M-V/def2-TZVPD

Cartesian coordinates (Å):
Ca: 1.55156 -0.38156 -0.08568
C: 3.26302 0.88727 -3.17658
C: 2.38997 1.98316 -2.57296
C: 1.10948 2.13262 -3.39529
C: 3.16729 3.29648 -2.52258
O: 2.06092 1.56782 -1.25598
Ge: 0.99396 2.59055 -0.03069
O: 1.71520 1.43843 1.30138
C: 2.74350 1.81726 2.21923
C: 3.16300 0.54715 2.94811
C: 3.93546 2.40605 1.46542
C: 2.16852 2.82919 3.20615
O: -0.30862 1.23257 -0.21253
C: -1.72034 1.34901 -0.34232
C: -2.15263 2.81263 -0.38549
C: -2.12647 0.65178 -1.63443
C: -2.37222 0.65527 0.84745
H: 3.62778 1.17367 -4.16772
H: 2.68867 -0.03690 -3.26995
H: 4.11972 0.69582 -2.52610
H: 1.33935 2.37075 -4.43897
H: 0.48037 2.93484 -2.99220
H: 0.55475 1.19216 -3.35264
H: 3.46966 3.60245 -3.52915
H: 4.06476 3.17028 -1.91135
H: 2.55846 4.09431 -2.08734
H: 3.67687 -0.14812 2.27845
H: 2.28664 0.04407 3.35826
H: 3.84430 0.76717 3.77285
H: 4.29401 1.69016 0.72293
H: 4.75320 2.62906 2.15607
H: 3.65820 3.33359 0.95345
H: 1.32934 2.37241 3.73717
H: 1.80991 3.71918 2.68017
H: 2.92276 3.13669 3.93522
H: -1.68563 3.33632 -1.22617
H: -1.87706 3.32653 0.53969
H: -3.23851 2.87483 -0.50008
H: -1.72824 1.19110 -2.49899
H: -3.21578 0.59280 -1.72166
H: -1.71155 -0.35897 -1.64539
H: -2.08413 1.15618 1.77509
H: -2.02939 -0.38011 0.91467
H: -3.46273 0.65562 0.76675
Se: 2.58559 -5.89247 0.24334
Sb: 2.93260 -3.67491 1.12583
Se: 0.48321 -2.75644 1.23924
Se: 3.76254 -2.09985 -0.61655
Se: 3.98117 -3.33115 3.25218
O: -5.25494 -0.68364 2.59336
S: -4.48382 -1.09734 3.73966
O: -5.12915 -2.00506 4.65495
N: -3.00957 -1.63371 3.30142
C: -2.04399 -0.85125 3.74140
S: -0.39534 -1.00258 3.46300
C: -2.53602 0.33723 4.53552
C: -1.80711 1.36072 5.11952
C: -2.49798 2.36496 5.78605
C: -3.88973 2.35035 5.86728
C: -4.62055 1.32633 5.27854
C: -3.91379 0.33770 4.62244
H: -0.72694 1.35878 5.03949
H: -1.94738 3.17638 6.24820
H: -4.40314 3.14852 6.39158
H: -5.70313 1.30120 5.32604
C: 1.15399 -4.63957 -3.22410
N: 0.21284 -3.85821 -2.44338
C: -0.72486 -4.62855 -1.64969
C: -0.08624 -2.57510 -2.97022
N: 0.62525 -1.55363 -2.64441
N: -1.05730 -2.45273 -3.93183
C: -2.07632 -3.46308 -4.15362
C: -1.24550 -1.16695 -4.57475
H: 1.94863 -3.99275 -3.59677
H: 0.68052 -5.15594 -4.08029
H: 1.61494 -5.37898 -2.56785
H: -1.35692 -5.30881 -2.24152
H: -1.35720 -3.96120 -1.06186
H: -0.14945 -5.22913 -0.94415
H: 1.34889 -1.95082 -2.04651
H: -2.49054 -3.84450 -3.22712
H: -1.69572 -4.30776 -4.73670
H: -2.89572 -3.00837 -4.70876
H: -0.28432 -0.66181 -4.64015
H: -1.93438 -0.51828 -4.02495
H: -1.64047 -1.32919 -5.58011

2S+1: 2
LUMO (alpha / beta): 4.0 / 3.5 eV
Charge: -2
Highest occupied orbital energy (alpha / beta): -2.22 / -2.21 eV
Kohn-Sham gap (alpha / beta): 6.2 / 5.7 eV

Löwdin atomic charge list, values in e, 2 entries: 0.8826 -0.0455

Asked for largest force on an atom across the records above, the calculation gives 1.400; 3.017; 0.539 eV/Å in order.